DFT (the ωB97M-V functional and the def2-TZVPD basis) results for C74H167NOP4 as an isolated structure in a non-equilibrium geometry.

Last column: Löwdin charge in e.
Geometry (Å):
C  0.45  0.03  1.03  -0.40
O  -0.74  -0.18  1.80  -0.36
H  0.85  1.04  1.03  0.01
H  1.22  -0.72  1.25  0.03
H  0.39  -0.21  -0.03  -0.03
C  4.57  2.09  4.44  -0.07
C  3.59  2.44  3.27  -0.24
C  2.15  2.76  3.68  -0.11
C  1.14  2.86  2.51  -0.08
N  -0.31  2.89  3.07  -0.16
C  -0.89  1.69  3.91  -0.15
C  -2.40  1.83  3.77  -0.20
C  -2.69  2.59  2.44  -0.09
C  -1.28  2.94  1.89  -0.09
C  -0.67  4.16  3.91  0.05
H  4.18  1.18  4.89  0.05
H  4.44  2.94  5.12  0.05
H  5.63  1.93  4.25  0.09
H  3.74  1.71  2.48  0.10
H  3.97  3.38  2.85  0.04
H  2.01  3.71  4.21  0.11
H  1.75  1.94  4.28  0.11
H  1.17  1.99  1.85  0.07
H  1.34  3.67  1.81  0.11
H  -0.48  1.84  4.91  0.15
H  -0.56  0.77  3.43  0.07
H  -2.80  2.34  4.65  0.15
H  -2.93  0.89  3.66  -0.05
H  -3.29  3.49  2.58  0.13
H  -3.20  1.94  1.73  0.03
H  -1.09  3.87  1.34  0.13
H  -1.10  2.16  1.15  0.08
H  0.03  4.29  4.74  0.10
H  -1.73  4.24  4.14  0.11
H  -0.38  4.97  3.24  0.10
C  2.28  0.16  -0.13  -0.07
C  1.88  1.67  -0.23  -0.27
C  3.12  2.55  0.25  -0.18
C  3.00  4.05  -0.18  -0.20
P  4.68  4.97  -0.32  1.07
C  5.61  4.51  1.21  -0.22
C  5.00  5.06  2.60  -0.23
C  5.76  4.44  3.77  -0.28
C  5.21  4.95  5.12  -0.08
C  5.70  4.34  -1.76  -0.24
C  7.07  4.99  -2.01  -0.26
C  8.14  4.38  -2.88  -0.27
C  7.70  3.97  -4.29  -0.10
C  4.32  6.76  -0.40  -0.26
C  3.65  7.27  -1.73  -0.24
C  3.45  8.74  -1.62  -0.25
C  2.46  9.13  -0.50  -0.08
H  3.04  -0.06  -0.88  0.11
H  1.38  -0.42  -0.33  0.00
H  2.77  0.02  0.83  0.11
H  0.97  1.94  0.31  0.06
H  1.74  1.99  -1.26  -0.06
H  4.02  2.09  -0.16  0.11
H  3.31  2.51  1.32  0.03
H  2.48  4.36  0.73  0.06
H  2.45  4.31  -1.09  0.06
H  6.60  4.96  1.13  0.10
H  5.87  3.46  1.31  0.10
H  3.92  4.98  2.71  0.09
H  5.07  6.15  2.57  0.11
H  6.81  4.73  3.82  0.13
H  5.91  3.36  3.71  0.06
H  5.61  4.41  5.98  0.10
H  4.12  4.86  5.03  0.06
H  5.44  6.01  5.14  0.09
H  5.06  4.46  -2.63  0.09
H  5.77  3.27  -1.56  0.09
H  7.67  5.23  -1.13  0.11
H  6.87  5.96  -2.46  0.11
H  8.52  3.46  -2.44  0.11
H  8.98  5.07  -2.99  0.12
H  7.05  4.79  -4.62  0.08
H  7.23  2.99  -4.33  0.07
H  8.64  3.89  -4.82  0.08
H  5.33  7.15  -0.26  0.11
H  3.77  6.86  0.53  0.09
H  2.75  6.68  -1.91  0.10
H  4.25  7.00  -2.59  0.11
H  3.30  9.21  -2.59  0.12
H  4.43  9.14  -1.37  0.11
H  2.20  10.19  -0.53  0.08
H  2.99  9.12  0.45  0.07
H  1.60  8.45  -0.42  0.07
C  4.12  -2.17  4.17  -0.07
C  3.12  -1.03  4.41  -0.24
C  1.74  -1.63  4.72  -0.24
C  0.96  -1.87  3.45  -0.21
P  -0.95  -1.92  3.71  1.17
C  -1.77  -0.23  3.97  -0.29
C  -3.32  -0.22  4.30  -0.22
C  -3.54  -0.11  5.83  -0.20
C  -4.91  0.19  6.39  -0.07
C  -1.83  -2.65  2.26  -0.22
C  -1.23  -3.86  1.42  -0.23
C  -2.17  -5.10  1.50  -0.24
C  -1.57  -6.37  0.88  -0.07
C  -1.34  -3.10  5.03  -0.27
C  -0.54  -4.41  5.05  -0.24
C  -0.78  -5.18  6.32  -0.29
C  -2.07  -5.86  6.28  -0.12
H  4.96  -1.84  3.56  0.07
H  3.64  -3.02  3.67  0.07
H  4.64  -2.60  5.03  0.09
H  2.99  -0.33  3.59  0.08
H  3.39  -0.36  5.22  0.09
H  1.20  -0.91  5.35  0.10
H  1.80  -2.58  5.25  0.10
H  1.33  -2.85  3.13  0.09
H  1.23  -1.20  2.63  0.05
H  -1.62  0.38  3.08  0.03
H  -1.22  0.22  4.79  0.09
H  -3.89  -1.00  3.80  0.07
H  -3.88  0.55  3.77  0.13
H  -2.89  0.67  6.21  0.11
H  -3.16  -1.06  6.20  0.11
H  -5.69  -0.46  5.98  0.08
H  -5.12  1.26  6.35  0.08
H  -5.02  -0.13  7.42  0.09
H  -1.95  -1.76  1.65  0.04
H  -2.86  -2.76  2.62  0.08
H  -0.17  -4.12  1.51  0.12
H  -1.23  -3.64  0.35  0.00
H  -3.11  -4.70  1.11  0.09
H  -2.47  -5.45  2.49  0.11
H  -1.36  -6.38  -0.19  0.07
H  -2.34  -7.15  0.85  0.08
H  -0.89  -6.76  1.63  0.09
H  -2.39  -3.32  4.85  0.09
H  -1.10  -2.58  5.96  0.10
H  0.52  -4.16  5.08  0.09
H  -0.69  -5.16  4.27  0.11
H  -0.67  -4.58  7.23  0.12
H  -0.03  -5.96  6.44  0.12
H  -2.28  -6.58  5.49  0.08
H  -2.91  -5.17  6.14  0.08
H  -2.12  -6.48  7.17  0.09
C  1.98  -5.37  -10.18  -0.11
C  2.32  -5.35  -8.70  -0.22
C  1.19  -4.56  -7.80  -0.20
C  1.49  -4.50  -6.28  -0.26
P  0.09  -3.90  -5.28  1.04
C  -1.25  -5.15  -5.13  -0.22
C  -2.29  -5.01  -3.95  -0.26
C  -3.06  -6.31  -3.65  -0.13
C  -4.06  -6.30  -2.41  -0.14
C  -0.59  -2.27  -5.64  -0.25
C  0.47  -1.25  -6.07  -0.24
C  -0.03  0.09  -6.60  -0.21
C  -0.27  1.06  -5.45  -0.13
C  0.75  -3.87  -3.57  -0.24
C  0.27  -2.75  -2.57  -0.22
C  0.88  -2.83  -1.16  -0.17
C  0.32  -1.84  -0.20  -0.18
H  1.84  -4.41  -10.68  0.08
H  0.99  -5.76  -10.43  0.08
H  2.75  -5.91  -10.71  0.09
H  3.26  -4.89  -8.41  0.10
H  2.45  -6.35  -8.28  0.10
H  0.20  -5.02  -7.84  0.09
H  1.33  -3.60  -8.29  0.10
H  2.16  -3.64  -6.20  0.09
H  1.96  -5.35  -5.79  0.12
H  -0.73  -6.08  -4.90  0.10
H  -1.74  -5.32  -6.09  0.10
H  -3.09  -4.33  -4.26  0.14
H  -1.83  -4.56  -3.07  0.08
H  -2.38  -7.13  -3.40  0.12
H  -3.59  -6.64  -4.54  0.13
H  -4.57  -7.25  -2.51  0.11
H  -4.76  -5.46  -2.44  0.09
H  -3.57  -6.34  -1.44  0.06
H  -1.18  -1.83  -4.83  0.09
H  -1.30  -2.35  -6.46  0.11
H  0.83  -1.70  -7.00  0.10
H  1.25  -0.98  -5.36  0.12
H  -0.93  0.06  -7.22  0.12
H  0.75  0.67  -7.11  0.12
H  -0.99  0.75  -4.69  0.03
H  -0.70  2.00  -5.80  0.11
H  0.63  1.21  -4.85  0.07
H  1.83  -3.74  -3.68  0.09
H  0.82  -4.87  -3.15  0.11
H  -0.82  -2.78  -2.62  0.05
H  0.51  -1.77  -2.97  0.10
H  1.93  -2.54  -1.21  0.12
H  1.01  -3.88  -0.88  0.12
H  -0.70  -2.14  0.03  0.04
H  0.18  -0.88  -0.71  0.06
H  0.79  -1.75  0.78  0.09
C  -7.70  2.75  -2.53  -0.09
C  -7.26  1.39  -2.06  -0.28
C  -6.08  0.69  -2.69  -0.21
C  -4.61  1.24  -2.48  -0.23
P  -3.64  0.52  -1.14  1.08
C  -3.66  -1.28  -1.47  -0.22
C  -2.42  -2.05  -1.05  -0.23
C  -2.52  -3.59  -0.77  -0.19
C  -3.40  -4.49  -1.72  -0.15
C  -1.90  1.15  -1.16  -0.21
C  -1.16  1.03  -2.52  -0.22
C  -0.35  2.23  -2.84  -0.24
C  0.73  2.62  -1.88  -0.09
C  -4.26  0.85  0.55  -0.28
C  -5.45  0.12  1.18  -0.19
C  -5.03  -1.13  2.00  -0.21
C  -6.30  -1.85  2.63  -0.05
H  -8.79  2.76  -2.40  0.09
H  -7.47  2.89  -3.59  0.08
H  -7.30  3.65  -2.06  0.07
H  -8.13  0.73  -2.07  0.12
H  -7.18  1.41  -0.98  0.09
H  -6.27  0.71  -3.77  0.12
H  -6.15  -0.38  -2.50  0.10
H  -4.54  2.33  -2.52  0.11
H  -4.13  0.96  -3.41  0.09
H  -3.66  -1.33  -2.56  0.10
H  -4.57  -1.69  -1.02  0.10
H  -1.98  -1.59  -0.17  0.06
H  -1.69  -1.98  -1.86  0.06
H  -2.83  -3.58  0.27  0.05
H  -1.51  -4.00  -0.75  0.09
H  -4.44  -4.24  -1.92  0.10
H  -3.53  -5.46  -1.24  0.00
H  -2.86  -4.57  -2.66  -0.03
H  -1.25  0.75  -0.38  0.07
H  -2.08  2.21  -0.96  0.10
H  -1.84  0.73  -3.31  0.08
H  -0.52  0.16  -2.36  0.10
H  -1.01  3.09  -2.95  0.13
H  0.13  2.07  -3.81  0.05
H  0.26  2.94  -0.95  0.11
H  1.41  3.24  -2.46  0.14
H  1.23  1.69  -1.62  0.05
H  -4.27  1.93  0.70  0.09
H  -3.40  0.50  1.12  0.07
H  -6.09  -0.16  0.35  0.10
H  -5.96  0.90  1.75  0.13
H  -4.43  -0.84  2.86  0.01
H  -4.40  -1.85  1.48  0.09
H  -6.16  -2.88  2.98  0.08
H  -7.26  -1.78  2.11  0.07
H  -6.67  -1.27  3.48  0.07

Computed properties:
Energy above the lowest of the compared OMol25 structures with the same formula, charge and spin, kJ/mol: 4174.1
Net charge: +4
Kohn-Sham gap, eV: 8.27
HOMO level, eV: -15.4
E, hartree: -4412.3463